Below is a 8-piece molecular cluster, C20H41ClNO14PS overall at a distorted geometry, with properties calculated with ωB97M-V with the def2-TZVPD basis set.

Results
Charge: 0
Maximum force: 5.1 eV/A
Gap between HOMO and LUMO: 7.41 eV
LUMO level: -1.9 eV
SMILES: CS(=O)(=O)c1c(P(=N)(O)O)ccc2c1C(=O)C(Cl)=C(CCO)C2=O.CO.CO.CO.CO.CO.CO.CO
HOMO level: -9.33 eV
M: 618.04 u

Last column: Löwdin charge in e.
CARTESIAN COORDINATES (ANGSTROEM)
Cl1 -3.10973 -2.20726 2.36243  0.76
S1 1.25238 0.77290 1.04529  0.70
P1 2.85411 0.84789 -2.10763  0.62
O1 6.00313 0.87348 -3.99621  -0.16
O2 -4.79060 0.00653 -5.10723  -0.13
O3 0.75861 -3.31932 4.69475  -0.13
O4 -2.29030 -3.94872 8.11276  -0.14
O5 8.87583 -2.88415 -5.78439  -0.13
O6 3.77149 -0.36497 -1.40028  -0.18
O7 -4.01374 -0.67892 -2.48582  0.12
O8 -2.00063 3.82406 3.96737  -0.14
O9 0.85845 5.32406 1.20058  -0.15
O10 3.13172 2.32994 -1.37348  -0.18
O11 2.71665 0.75110 0.99542  -0.33
O12 -5.85193 -3.94100 1.41629  -0.13
O13 0.84630 -0.22425 2.06160  -0.34
O14 -1.78911 0.59918 1.71280  0.10
N1 3.27650 0.88457 -3.62826  -0.17
C1 -1.84385 -0.17640 0.79804  -0.32
C2 -1.70231 -0.45689 -1.74451  -0.03
C3 -3.53353 -1.72082 -0.31978  -0.13
C4 -4.60288 -2.85739 -0.40780  -0.11
C5 -5.79882 -2.72364 0.62052  -0.23
C6 0.74572 2.41249 1.68725  -0.12
C7 -0.42707 5.86259 1.49633  -0.15
C8 8.96353 -2.03479 -6.92170  -0.16
C9 -0.98584 -0.08796 -0.50615  -0.02
C10 -1.06116 -0.41052 -3.05392  0.04
C11 0.34727 0.01148 -3.08712  -0.02
C12 -2.86971 -1.36687 0.81690  -0.45
C13 7.40430 0.65629 -3.88482  -0.15
C14 1.07266 0.36454 -1.85568  -0.18
C15 -3.34816 3.95872 4.40281  -0.15
C16 -2.86549 -2.70770 8.50169  -0.16
C17 0.43388 0.32530 -0.51580  -0.16
C18 -3.19819 -0.93295 -1.63629  -0.24
C19 -3.87444 0.56254 -6.03728  -0.16
C20 -0.57831 -3.28964 5.17964  -0.17
H1 10.01278 -1.82838 -7.12588  0.08
H2 -1.90604 -4.34472 8.90248  0.08
H3 -4.95484 -4.28787 1.54298  0.05
H4 -3.41674 4.82327 5.06097  0.08
H5 3.89962 2.71978 -1.83946  0.08
H6 -4.39474 0.08794 -4.22890  0.02
H7 -1.24710 -3.75189 4.44774  0.06
H8 3.62142 1.81224 -3.88191  0.00
H9 -0.88156 -2.25452 5.36147  0.08
H10 -1.96504 3.05365 3.38753  0.06
H11 -0.72014 5.57593 2.50884  0.06
H12 7.70707 0.72667 -2.83659  0.08
H13 -0.62630 -3.84707 6.11264  0.06
H14 -2.92810 0.01303 -6.00381  0.06
H15 -5.61865 -1.90261 1.37501  0.10
H16 7.94082 -3.05218 -5.62431  0.07
H17 7.92551 1.41883 -4.46240  0.08
H18 -0.40152 6.95149 1.40856  0.08
H19 -3.65319 3.06372 4.95034  0.08
H20 7.65623 -0.33165 -4.28026  0.06
H21 0.37326 2.29063 2.74368  0.09
H22 -4.07463 -3.85384 -0.34826  0.14
H23 -1.14737 5.46066 0.78470  0.08
H24 -5.02831 -2.80991 -1.45350  0.12
H25 -3.64350 -2.87634 9.25068  0.07
H26 -1.59766 -0.68970 -3.98928  0.12
H27 -6.80565 -2.64283 0.14600  0.13
H28 0.00369 2.94666 1.04870  0.07
H29 -4.00445 4.10827 3.54160  0.08
H30 8.51789 -2.53173 -7.78730  0.08
H31 0.85433 0.02320 -4.08037  0.10
H32 0.77630 -2.81957 3.87000  0.06
H33 -4.29914 0.48213 -7.03675  0.08
H34 -3.69961 1.61675 -5.80459  0.08
H35 8.44241 -1.09473 -6.72232  0.07
H36 5.56378 0.18798 -3.47814  0.04
H37 1.47782 5.69178 1.84083  0.08
H38 1.67731 3.03578 1.78110  0.08
H39 -3.30767 -2.23868 7.62416  0.08
H40 -2.09317 -2.05119 8.91058  0.08
H41 3.18812 -0.91441 -0.83486  0.07

Below is one molecule with the formula C8H14 at a distorted geometry, with properties calculated with ωB97M-V with the def2-TZVPD basis set.

Results
Charge: 0
Maximum force: 1.4 eV/A
Energy above the lowest of the compared OMol25 structures with the same formula, charge and spin: 1.313 eV
Gap between HOMO and LUMO: 9.69 eV
LUMO level: 1.1 eV
SMILES: C=C/C(=C/C)CCC
HOMO level: -8.59 eV
M: 110.20 u

Last column: Löwdin charge in e.
CARTESIAN COORDINATES (ANGSTROEM)
C1 2.73179 -1.22814 0.52710  -0.11
C2 -2.01295 1.27676 1.90646  0.00
C3 1.57206 -0.26809 0.31327  -0.26
C4 -1.59075 0.11739 1.41407  -0.14
C5 0.23365 -0.92749 0.00479  -0.20
C6 -0.83426 0.71252 -2.34288  -0.09
C7 -1.40786 0.68602 -0.96449  -0.11
C8 -0.93883 0.02701 0.09414  -0.28
H1 0.01076 0.04641 -2.47226  0.06
H2 -1.56294 -0.74849 2.07080  0.10
H3 2.67757 -2.07472 -0.16561  0.07
H4 -1.88895 2.22268 1.37278  0.06
H5 -2.33989 1.24344 -0.90173  0.11
H6 -2.64457 1.45176 2.77108  0.05
H7 3.69479 -0.76037 0.33236  0.06
H8 -0.49111 1.71724 -2.60387  0.08
H9 0.26852 -1.42294 -0.97906  0.11
H10 0.03240 -1.83685 0.57953  0.11
H11 1.77839 0.38867 -0.54173  0.11
H12 -1.56485 0.47779 -3.11865  0.07
H13 2.80959 -1.55014 1.57031  0.07
H14 1.46743 0.44954 1.13359  0.11

Below is one molecule with the formula C3H3N3O2 at a distorted geometry, with properties calculated with ωB97M-V with the def2-TZVPD basis set.

Results
Charge: 0
Maximum force: 8.4 eV/A
Energy above the lowest of the compared OMol25 structures with the same formula, charge and spin: 6.739 eV
Gap between HOMO and LUMO: 8.39 eV
LUMO level: -0.5 eV
SMILES: [H]/N=c1\nnocc1O
HOMO level: -8.89 eV
M: 113.08 u

Last column: Löwdin charge in e.
CARTESIAN COORDINATES (ANGSTROEM)
O1 1.24340 -0.22268 -1.60791  0.06
O2 -1.87743 0.53551 -0.38015  -0.08
N1 -0.91173 0.02994 1.45829  0.05
N2 -2.00196 0.18812 0.94464  0.08
N3 1.31143 -0.49081 1.57565  0.13
C1 -0.75460 0.29282 -1.16809  -0.05
C2 0.39943 0.05772 -0.67848  -0.39
C3 0.33755 0.08546 0.82649  -0.26
H1 -0.93709 0.71426 -2.29197  0.21
H2 2.22817 -0.44320 -1.15951  0.24
H3 0.96285 -0.74714 2.48105  0.03

Below is C20H18CdN2O2 as an isolated structure, with properties calculated with ωB97M-V with the def2-TZVPD basis set.

Results
Charge: 0
Maximum force: 0.3 eV/A
Gap between HOMO and LUMO: 8.13 eV
LUMO level: -0.4 eV
HOMO level: -8.57 eV
M: 430.79 u

Last column: Löwdin charge in e.
CARTESIAN COORDINATES (ANGSTROEM)
Cd1 0.19943 0.61168 -0.10914  1.42
O1 1.57640 2.11622 -1.25400  -0.14
O2 0.37969 0.63306 -2.37073  -0.15
N1 -1.70598 -0.84959 0.95042  -0.01
N2 -2.47499 -0.11183 1.57705  0.06
C1 2.58536 -2.06151 -0.05655  -0.09
C2 -3.55031 1.99299 1.70956  -0.05
C3 2.80977 0.19551 0.75642  -0.16
C4 2.03110 -2.44442 1.15890  -0.10
C5 -2.57771 3.98212 0.80053  -0.09
C6 -2.44652 -4.06612 2.69659  -0.08
C7 -1.94205 -4.96498 1.76154  -0.09
C8 -1.46028 3.25730 0.39654  -0.15
C9 1.82096 -1.50443 2.15703  -0.10
C10 -1.30151 -3.12896 0.35460  -0.05
C11 2.96759 -0.74288 -0.26267  -0.11
C12 -1.37596 -4.49444 0.58678  -0.09
C13 -3.62688 3.35116 1.45837  -0.09
C14 1.06387 1.70083 -2.32609  -0.76
C15 -1.80361 -2.23707 1.28943  -0.27
C16 -2.38746 -2.70363 2.46299  -0.03
C17 1.23859 2.51251 -3.58276  -0.01
C18 2.21105 -0.18343 1.95885  -0.12
C19 -1.35505 1.89220 0.64236  -0.21
C20 -2.42896 1.28446 1.28357  -0.33
H1 1.74454 -3.47316 1.32378  0.10
H2 0.97203 1.93169 -4.46143  0.08
H3 -4.35117 1.46102 2.20864  0.10
H4 0.58311 3.38190 -3.51799  0.08
H5 1.36534 -1.80161 3.09284  0.11
H6 2.26282 2.87301 -3.65297  0.08
H7 -2.89233 -4.43259 3.61203  0.10
H8 3.40955 -0.44257 -1.20306  0.11
H9 -0.99135 -5.18929 -0.14881  0.10
H10 -4.49376 3.91611 1.77485  0.10
H11 2.72646 -2.79221 -0.84246  0.11
H12 3.15583 1.20957 0.61361  0.10
H13 -2.77939 -1.99217 3.17620  0.10
H14 -2.62599 5.04814 0.61325  0.10
H15 2.08447 0.54481 2.74987  0.11
H16 -0.87205 -2.73929 -0.56027  0.11
H17 -0.65038 3.77575 -0.10522  0.08
H18 -1.99608 -6.02915 1.94997  0.10